## P
Here is a structure of composition C7H8N2O2 from the OMol25 dataset. Energies are from ωB97M-V/def2-TZVPD.

Summary:
E_LUMO ... 0.0121 Eh

Structure (ORCA input):
```
! wB97M-V def2-TZVPD RIJCOSX def2/J DEFGRID3
* xyz 0 1
C -1.268 -0.208 -1.000
C -2.282 0.599 -0.658
C -1.981 -0.658 1.254
C 1.077 -0.457 -0.042
C -0.834 -0.942 0.262
C 1.103 -1.783 -0.025
C 1.653 1.743 0.723
N -2.627 0.334 0.690
N 1.692 0.725 -0.324
O -0.141 -2.198 0.328
O 2.165 -2.595 -0.273
H -0.780 -0.105 -2.036
H -2.830 1.381 -1.237
H 1.655 1.160 1.681
H 2.589 2.442 0.680
H 0.727 2.401 0.567
H -3.396 0.617 1.140
H 1.467 1.114 -1.318
H 2.010 -3.569 -0.414
*
```

Taken from the Löwdin analysis, the atomic charges in e are: atom 1 (C): -0.072, atom 2 (C): -0.123, atom 3 (C): 0.014, atom 4 (C): -0.064, atom 5 (C): -0.242, atom 6 (C): -0.358, atom 7 (C): -0.110, atom 8 (N): -0.027, atom 9 (N): -0.076, atom 10 (O): 0.025, atom 11 (O): 0.103, atom 12 (H): 0.133, atom 13 (H): 0.118, atom 14 (H): 0.096, atom 15 (H): 0.100, atom 16 (H): 0.095, atom 17 (H): 0.065, atom 18 (H): 0.169, atom 19 (H): 0.154

---

## Q
Here is a cluster of 2 separate species, C7H8N2O2 in total from the OMol25 dataset. Energies are from ωB97M-V/def2-TZVPD.

Summary:
Structure (SMILES) ... CCOC(=O)C#N.C=C=C=N
E_LUMO ... -0.0075 Eh

Structure (ORCA input):
```
! wB97M-V def2-TZVPD RIJCOSX def2/J DEFGRID3
* xyz 0 1
C -1.263 1.696 0.913
C 0.718 -1.509 1.761
C -2.237 -0.024 2.518
C -1.916 0.722 1.472
C 0.297 0.431 -2.441
C 1.321 -0.511 -1.795
C 1.284 -1.432 0.384
N -0.894 2.404 -0.068
N 0.352 -1.709 2.828
O 2.377 -1.975 0.211
O 0.646 -0.688 -0.486
H -1.501 -0.144 3.360
H -2.989 -0.761 2.549
H -0.653 0.493 -1.817
H 0.785 1.355 -2.456
H -0.136 0.276 -3.342
H 2.207 0.091 -1.513
H 1.566 -1.440 -2.224
H 0.036 2.727 0.148
*
```

Taken from the Löwdin analysis, the atomic charges in e are: atom 1 (C): -0.192, atom 2 (C): -0.071, atom 3 (C): 0.004, atom 4 (C): -0.092, atom 5 (C): -0.047, atom 6 (C): -0.112, atom 7 (C): -0.476, atom 8 (N): 0.116, atom 9 (N): 0.191, atom 10 (O): 0.111, atom 11 (O): -0.021, atom 12 (H): 0.064, atom 13 (H): 0.041, atom 14 (H): 0.099, atom 15 (H): 0.053, atom 16 (H): 0.034, atom 17 (H): 0.136, atom 18 (H): 0.110, atom 19 (H): 0.053

---

Most stable structure - Q; separation to the second - 2.113 eV.

---

## P
Here is a cluster of 3 separate species, C3H12N2O2 in total from the OMol25 dataset. Energies are from ωB97M-V/def2-TZVPD.

Summary:
E_LUMO (alpha / beta) ... -0.1634 / -0.2704 Eh

Structure (ORCA input):
```
! wB97M-V def2-TZVPD RIJCOSX def2/J DEFGRID3
* xyz 1 2
C -0.696 0.653 2.249
C 0.177 0.397 1.092
C 0.176 1.254 0.012
N 0.464 1.067 -1.327
N 0.986 -0.724 1.059
H -0.192 0.590 3.252
H -1.466 -0.174 2.411
H -0.981 1.718 2.212
H -0.093 2.258 0.322
H 0.676 0.066 -1.369
H -0.434 1.097 -1.898
H 1.681 -0.615 0.331
H 1.363 -0.987 1.958
H 1.382 0.219 -2.980
H 1.083 -1.064 -3.626
O 1.765 -0.374 -3.642
H -1.294 -1.448 0.067
H -2.700 -1.816 0.163
O -1.896 -2.116 -0.287
*
```

Taken from the Löwdin analysis, the atomic charges in e are: atom 1 (C): -0.003, atom 2 (C): -0.308, atom 3 (C): -0.052, atom 4 (N): 0.125, atom 5 (N): 0.222, atom 6 (H): 0.122, atom 7 (H): 0.138, atom 8 (H): 0.105, atom 9 (H): 0.145, atom 10 (H): 0.079, atom 11 (H): 0.182, atom 12 (H): 0.129, atom 13 (H): 0.144, atom 14 (H): -0.024, atom 15 (H): 0.049, atom 16 (O): -0.040, atom 17 (H): -0.021, atom 18 (H): 0.052, atom 19 (O): -0.041

---

## Q
Here is a cluster of 2 separate species, C3H12N2O2 in total from the OMol25 dataset. Energies are from ωB97M-V/def2-TZVPD.

Summary:
E_LUMO (alpha / beta) ... -0.1231 / -0.2755 Eh

Structure (ORCA input):
```
! wB97M-V def2-TZVPD RIJCOSX def2/J DEFGRID3
* xyz 1 2
C 0.319 -0.782 0.283
N 0.037 -0.007 -0.845
C 1.134 0.423 -1.613
O 0.863 1.526 -2.256
C -0.878 -0.649 1.357
N -2.012 -1.379 0.940
H 1.341 -0.472 0.657
H 0.433 -1.846 -0.001
H -0.787 0.156 -1.466
H 1.925 0.661 -0.872
H 1.588 -0.349 -2.280
H 0.565 1.971 -1.277
H -0.601 -1.099 2.315
H -1.186 0.409 1.651
H -2.576 -1.178 0.124
H -1.820 -2.384 0.927
H 0.797 2.287 1.037
H 0.407 0.915 1.022
O 0.452 1.797 0.296
*
```

Taken from the Löwdin analysis, the atomic charges in e are: atom 1 (C): -0.163, atom 2 (N): 0.081, atom 3 (C): -0.397, atom 4 (O): 0.028, atom 5 (C): -0.241, atom 6 (N): 0.012, atom 7 (H): 0.153, atom 8 (H): 0.168, atom 9 (H): 0.222, atom 10 (H): 0.154, atom 11 (H): 0.195, atom 12 (H): 0.167, atom 13 (H): 0.132, atom 14 (H): 0.145, atom 15 (H): 0.089, atom 16 (H): 0.102, atom 17 (H): 0.095, atom 18 (H): 0.159, atom 19 (O): -0.101

---

Most stable structure - P; separation to the second - 2.872 eV.

---

## P
Here is a cluster of 8 separate species, C24H48O24 in total from the OMol25 dataset. Energies are from ωB97M-V/def2-TZVPD.

Summary:
Structure (SMILES) ... COC(=O)OC.COC(=O)OC.COC(=O)OC.COC(=O)OC.COC(=O)OC.COC(=O)OC.COC(=O)OC.COC(=O)OC
E_LUMO ... 0.0229 Eh

Structure (ORCA input):
```
! wB97M-V def2-TZVPD RIJCOSX def2/J DEFGRID3
* xyz 0 1
C -1.762 -3.095 1.401
O -2.794 -2.883 2.392
C -3.724 -3.798 2.558
O -3.902 -4.842 1.951
O -4.634 -3.460 3.432
C -4.415 -2.410 4.369
H -2.246 -2.699 0.456
H -1.606 -4.134 1.256
H -0.844 -2.631 1.793
H -5.303 -2.323 4.981
H -4.337 -1.419 3.831
H -3.459 -2.557 4.901
C 0.724 6.446 -3.183
O 1.509 6.941 -2.054
C 2.057 6.048 -1.206
O 1.820 4.832 -1.174
O 2.861 6.613 -0.298
C 2.785 8.063 -0.149
H -0.130 5.842 -2.862
H 1.283 5.813 -3.869
H 0.469 7.406 -3.583
H 1.867 8.312 0.343
H 2.847 8.547 -1.113
H 3.638 8.311 0.501
C 2.123 -1.260 2.266
O 2.149 -1.845 3.555
C 1.383 -2.890 3.710
O 0.911 -3.632 2.910
O 1.191 -3.071 5.051
C 0.383 -4.201 5.344
H 2.779 -0.435 2.408
H 1.109 -0.897 2.069
H 2.502 -1.847 1.462
H 0.687 -5.120 4.905
H -0.623 -3.974 5.054
H 0.371 -4.345 6.464
C 5.550 -3.277 -1.137
O 4.273 -3.152 -0.474
C 3.250 -3.370 -1.246
O 3.145 -3.613 -2.395
O 2.203 -3.404 -0.393
C 0.920 -3.299 -1.001
H 5.700 -4.287 -1.487
H 6.232 -3.072 -0.368
H 5.559 -2.565 -1.950
H 0.776 -4.139 -1.735
H 0.717 -2.335 -1.441
H 0.244 -3.542 -0.182
C 0.060 1.629 -1.491
O -0.769 2.738 -1.133
C -1.294 3.351 -2.173
O -0.973 3.230 -3.289
O -2.284 4.173 -1.781
C -3.204 3.883 -0.698
H 0.847 1.982 -2.196
H -0.609 0.775 -1.791
H 0.489 1.287 -0.533
H -2.640 3.673 0.188
H -3.782 3.018 -0.853
H -3.816 4.820 -0.620
C -2.207 -2.991 -2.838
O -3.507 -2.685 -2.198
C -3.668 -1.474 -1.662
O -2.913 -0.512 -1.741
O -4.811 -1.306 -1.025
C -5.617 -2.439 -0.771
H -2.444 -3.771 -3.511
H -1.499 -3.286 -2.086
H -1.848 -2.144 -3.300
H -6.387 -2.603 -1.476
H -6.017 -2.194 0.243
H -5.022 -3.335 -0.664
C 4.294 0.807 -0.566
O 4.714 0.447 -1.867
C 3.739 -0.110 -2.583
O 2.673 -0.387 -2.088
O 4.165 -0.355 -3.815
C 3.135 -0.650 -4.720
H 4.026 -0.048 -0.034
H 3.525 1.519 -0.618
H 5.202 1.275 -0.136
H 2.713 -1.658 -4.644
H 3.522 -0.723 -5.697
H 2.271 0.030 -4.564
C -3.301 0.451 1.937
O -2.510 1.523 2.535
C -1.232 1.612 2.075
O -0.703 0.742 1.354
O -0.718 2.753 2.590
C 0.483 3.181 1.904
H -4.374 0.734 2.112
H -3.098 -0.604 2.248
H -3.067 0.409 0.803
H 1.090 3.659 2.632
H 0.212 3.947 1.153
H 0.916 2.272 1.326
*
```

Taken from the Löwdin analysis, the atomic charges in e are: atom 1 (C): 0.002, atom 2 (O): -0.037, atom 3 (C): -0.644, atom 4 (O): 0.113, atom 5 (O): 0.010, atom 6 (C): -0.029, atom 7 (H): 0.116, atom 8 (H): 0.083, atom 9 (H): 0.083, atom 10 (H): 0.093, atom 11 (H): 0.087, atom 12 (H): 0.104, atom 13 (C): 0.014, atom 14 (O): -0.045, atom 15 (C): -0.564, atom 16 (O): 0.092, atom 17 (O): -0.002, atom 18 (C): -0.016, atom 19 (H): 0.084, atom 20 (H): 0.103, atom 21 (H): 0.089, atom 22 (H): 0.087, atom 23 (H): 0.088, atom 24 (H): 0.102, atom 25 (C): -0.010, atom 26 (O): 0.038, atom 27 (C): -0.612, atom 28 (O): 0.133, atom 29 (O): -0.003, atom 30 (C): -0.059, atom 31 (H): 0.088, atom 32 (H): 0.093, atom 33 (H): 0.072, atom 34 (H): 0.083, atom 35 (H): 0.076, atom 36 (H): 0.115, atom 37 (C): 0.010, atom 38 (O): 0.019, atom 39 (C): -0.672, atom 40 (O): 0.159, atom 41 (O): -0.024, atom 42 (C): -0.047, atom 43 (H): 0.101, atom 44 (H): 0.081, atom 45 (H): 0.096, atom 46 (H): 0.113, atom 47 (H): 0.092, atom 48 (H): 0.069, atom 49 (C): -0.032, atom 50 (O): -0.026, atom 51 (C): -0.674, atom 52 (O): 0.167, atom 53 (O): -0.019, atom 54 (C): -0.007, atom 55 (H): 0.107, atom 56 (H): 0.109, atom 57 (H): 0.062, atom 58 (H): 0.069, atom 59 (H): 0.076, atom 60 (H): 0.115, atom 61 (C): 0.048, atom 62 (O): -0.017, atom 63 (C): -0.620, atom 64 (O): 0.094, atom 65 (O): 0.010, atom 66 (C): -0.032, atom 67 (H): 0.091, atom 68 (H): 0.067, atom 69 (H): 0.070, atom 70 (H): 0.083, atom 71 (H): 0.115, atom 72 (H): 0.090, atom 73 (C): -0.026, atom 74 (O): 0.014, atom 75 (C): -0.612, atom 76 (O): 0.115, atom 77 (O): 0.030, atom 78 (C): -0.052, atom 79 (H): 0.064, atom 80 (H): 0.081, atom 81 (H): 0.117, atom 82 (H): 0.095, atom 83 (H): 0.079, atom 84 (H): 0.115, atom 85 (C): -0.032, atom 86 (O): -0.021, atom 87 (C): -0.528, atom 88 (O): 0.050, atom 89 (O): -0.004, atom 90 (C): -0.015, atom 91 (H): 0.109, atom 92 (H): 0.068, atom 93 (H): 0.106, atom 94 (H): 0.078, atom 95 (H): 0.090, atom 96 (H): 0.112

---

## Q
Here is a cluster of 8 separate species, C24H48O24 in total from the OMol25 dataset. Energies are from ωB97M-V/def2-TZVPD.

Summary:
Structure (SMILES) ... COC(=O)OC.COC(=O)OC.COC(=O)OC.COC(=O)OC.COC(=O)OC.COC(=O)OC.COC(=O)OC.COC(=O)OC
E_LUMO ... 0.0204 Eh

Structure (ORCA input):
```
! wB97M-V def2-TZVPD RIJCOSX def2/J DEFGRID3
* xyz 0 1
C 5.258 -2.878 -5.361
O 4.451 -3.385 -4.290
C 4.039 -2.498 -3.402
O 4.373 -1.344 -3.329
O 3.186 -3.089 -2.560
C 3.021 -2.455 -1.296
H 4.667 -2.826 -6.274
H 6.004 -3.651 -5.550
H 5.730 -1.944 -5.084
H 2.107 -2.850 -0.862
H 2.863 -1.386 -1.428
H 3.881 -2.625 -0.648
C -4.775 0.512 2.464
O -3.685 0.220 3.311
C -3.968 -0.366 4.477
O -5.038 -0.809 4.797
O -2.849 -0.374 5.194
C -2.896 -1.068 6.420
H -5.739 0.442 2.967
H -4.946 -0.154 1.606
H -4.591 1.500 2.049
H -3.734 -1.760 6.501
H -2.973 -0.397 7.277
H -1.983 -1.654 6.520
C 5.548 3.538 1.440
O 4.774 4.282 0.508
C 3.461 4.329 0.724
O 2.880 3.820 1.642
O 2.905 4.978 -0.291
C 1.486 4.970 -0.328
H 5.055 2.587 1.647
H 5.663 4.098 2.365
H 6.498 3.327 0.962
H 1.086 5.735 0.340
H 1.102 4.005 0.002
H 1.172 5.173 -1.345
C -2.108 0.624 0.286
O -0.795 0.707 -0.249
C 0.210 0.642 0.616
O 0.145 0.750 1.809
O 1.309 0.426 -0.083
C 2.544 0.547 0.607
H -2.778 0.481 -0.551
H -2.358 1.547 0.815
H -2.189 -0.172 1.027
H 3.300 0.157 -0.072
H 2.564 0.000 1.548
H 2.799 1.593 0.781
C -5.320 0.798 -1.291
O -6.658 1.178 -1.565
C -7.325 1.787 -0.588
O -6.903 2.018 0.516
O -8.526 2.103 -1.040
C -9.319 2.884 -0.133
H -5.187 -0.264 -1.082
H -4.947 1.329 -0.415
H -4.755 1.097 -2.171
H -9.799 2.200 0.571
H -10.136 3.270 -0.738
H -8.743 3.650 0.370
C -0.094 -1.734 -3.203
O -0.219 -1.827 -1.794
C -1.139 -2.667 -1.338
O -1.938 -3.276 -1.995
O -1.025 -2.699 -0.013
C -1.977 -3.401 0.771
H -1.012 -1.414 -3.685
H 0.339 -2.639 -3.628
H 0.668 -0.966 -3.358
H -2.423 -2.714 1.488
H -1.533 -4.240 1.302
H -2.777 -3.784 0.134
C 2.751 1.544 -2.713
O 3.696 2.545 -3.084
C 3.189 3.665 -3.616
O 2.115 4.140 -3.364
O 4.086 4.185 -4.440
C 3.758 5.444 -5.010
H 3.026 1.182 -1.731
H 2.782 0.700 -3.403
H 1.738 1.941 -2.713
H 2.949 5.366 -5.734
H 4.659 5.805 -5.494
H 3.456 6.143 -4.229
C 1.069 -2.493 2.817
O 1.933 -3.582 3.131
C 1.302 -4.715 3.410
O 0.115 -4.899 3.326
O 2.208 -5.605 3.797
C 1.743 -6.933 3.989
H 1.648 -1.582 2.669
H 0.383 -2.335 3.644
H 0.600 -2.658 1.847
H 1.101 -7.227 3.156
H 1.176 -7.016 4.915
H 2.589 -7.611 4.015
*
```

Taken from the Löwdin analysis, the atomic charges in e are: atom 1 (C): -0.021, atom 2 (O): 0.018, atom 3 (C): -0.614, atom 4 (O): 0.113, atom 5 (O): 0.004, atom 6 (C): -0.029, atom 7 (H): 0.096, atom 8 (H): 0.094, atom 9 (H): 0.091, atom 10 (H): 0.094, atom 11 (H): 0.063, atom 12 (H): 0.109, atom 13 (C): -0.068, atom 14 (O): 0.005, atom 15 (C): -0.602, atom 16 (O): 0.126, atom 17 (O): 0.019, atom 18 (C): -0.052, atom 19 (H): 0.097, atom 20 (H): 0.090, atom 21 (H): 0.087, atom 22 (H): 0.093, atom 23 (H): 0.097, atom 24 (H): 0.093, atom 25 (C): -0.034, atom 26 (O): 0.005, atom 27 (C): -0.629, atom 28 (O): 0.118, atom 29 (O): 0.012, atom 30 (C): -0.033, atom 31 (H): 0.088, atom 32 (H): 0.100, atom 33 (H): 0.095, atom 34 (H): 0.100, atom 35 (H): 0.093, atom 36 (H): 0.081, atom 37 (C): -0.030, atom 38 (O): 0.006, atom 39 (C): -0.624, atom 40 (O): 0.149, atom 41 (O): -0.008, atom 42 (C): -0.033, atom 43 (H): 0.078, atom 44 (H): 0.104, atom 45 (H): 0.089, atom 46 (H): 0.077, atom 47 (H): 0.089, atom 48 (H): 0.083, atom 49 (C): -0.055, atom 50 (O): 0.019, atom 51 (C): -0.616, atom 52 (O): 0.115, atom 53 (O): 0.014, atom 54 (C): -0.026, atom 55 (H): 0.099, atom 56 (H): 0.065, atom 57 (H): 0.100, atom 58 (H): 0.100, atom 59 (H): 0.094, atom 60 (H): 0.095, atom 61 (C): -0.025, atom 62 (O): -0.017, atom 63 (C): -0.615, atom 64 (O): 0.135, atom 65 (O): -0.020, atom 66 (C): -0.026, atom 67 (H): 0.101, atom 68 (H): 0.103, atom 69 (H): 0.089, atom 70 (H): 0.091, atom 71 (H): 0.086, atom 72 (H): 0.095, atom 73 (C): -0.025, atom 74 (O): 0.019, atom 75 (C): -0.607, atom 76 (O): 0.115, atom 77 (O): 0.015, atom 78 (C): -0.040, atom 79 (H): 0.060, atom 80 (H): 0.083, atom 81 (H): 0.099, atom 82 (H): 0.098, atom 83 (H): 0.093, atom 84 (H): 0.098, atom 85 (C): -0.018, atom 86 (O): 0.017, atom 87 (C): -0.625, atom 88 (O): 0.118, atom 89 (O): 0.009, atom 90 (C): -0.043, atom 91 (H): 0.075, atom 92 (H): 0.108, atom 93 (H): 0.084, atom 94 (H): 0.097, atom 95 (H): 0.098, atom 96 (H): 0.092

---

Most stable structure - Q; separation to the second - 2.012 eV.